No. 1
Below is C17H50N8NiO4PSi3 as an isolated structure in a non-equilibrium geometry, with properties calculated with the ωB97M-V functional and the def2-TZVPD basis.

Results
HOMO-LUMO gap (alpha / beta): 7.4 / 7.7 eV
Lowest unoccupied orbital energy (alpha / beta): -3.2 / -3.2 eV
Total charge: +1
Spin multiplicity: 3
Energy: -112512.75566 eV
<S²>: 2.01
HOMO (alpha / beta): -0.38786 / -0.40283 Ha

Last column: Mulliken spin population.
Element x y z (Å)
Ni  0.6102  -0.5766  -0.6293  1.5655
P  0.3766  0.6623  -3.9190  0.0199
Si  2.9436  1.9256  0.2287  0.0445
Si  2.9965  -1.3513  -0.5100  0.0021
Si  1.6817  -0.3692  2.0879  0.0218
O  0.3603  -1.2402  1.4704  0.0323
O  -2.8885  -1.7427  -1.7409  -0.0012
O  0.4939  0.4394  -2.4422  0.0901
O  -0.8180  -2.1811  -1.3268  0.0205
N  -0.7910  2.0542  0.5376  -0.0032
N  0.3416  -0.6790  -4.8728  0.0003
N  -1.8073  -1.4407  -1.2745  0.0065
N  -2.0512  1.8375  -0.0192  0.0030
N  -3.7211  0.6065  -0.9949  0.0007
N  1.5893  1.6441  -4.4473  0.0009
N  -1.5381  -0.2752  -0.6622  0.0132
N  -1.0980  1.3697  -4.2133  0.0009
C  2.9062  1.7227  -3.8283  -0.0028
C  -0.6937  -1.6853  -4.6563  -0.0009
C  2.2332  2.8821  -1.2457  0.0077
C  1.5523  2.1831  -5.8023  0.0004
C  1.5084  -1.1815  -5.5852  0.0012
C  -1.4326  2.5401  -3.4074  -0.0009
C  -1.7550  1.3702  -5.5149  0.0006
C  4.8208  2.0086  0.1753  0.0018
C  0.9151  0.7800  3.3577  0.0019
C  2.5310  -1.8364  -2.3028  0.0288
C  2.5587  -3.0065  0.3010  0.0034
C  -0.4237  -2.2006  2.1697  0.0049
C  -2.4607  0.6984  -0.5803  0.0034
C  2.4849  2.9990  1.7056  0.0022
C  2.9271  -1.3682  3.0840  0.0010
C  2.2624  0.1810  0.4123  0.1156
C  4.8660  -1.1629  -0.5892  0.0272
H  5.2535  1.4377  0.9990  0.0014
H  -1.4258  -2.2189  1.7412  0.0019
H  1.5064  -3.2516  0.1319  -0.0008
H  -0.9478  2.4729  -2.4359  0.0002
H  -0.5014  -1.9437  3.2276  0.0027
H  -0.5276  1.2588  1.1111  0.0046
H  2.6873  -1.0680  -3.0483  -0.0024
H  0.0181  -3.1937  2.0749  -0.0001
H  2.7496  -3.0628  1.3671  0.0000
H  -1.3768  0.5596  -6.1319  0.0001
H  0.3193  0.1725  4.0461  0.0002
H  1.4079  3.1000  1.8412  -0.0001
H  -2.8301  1.2289  -5.3810  0.0000
H  0.2668  1.5533  2.9500  0.0003
H  1.2360  -1.4259  -6.6145  0.0001
H  3.8371  -1.5658  2.5184  0.0010
H  3.2046  -0.8112  3.9810  -0.0006
H  3.1503  -3.7868  -0.1837  -0.0005
H  -0.9907  -2.1151  -5.6153  0.0000
H  2.9194  2.6316  2.6360  -0.0009
H  -2.5146  2.5850  -3.2618  0.0000
H  3.6459  1.1369  -4.3857  -0.0001
H  -0.0931  2.1478  -0.1980  -0.0078
H  1.6622  3.7421  -0.8840  -0.0018
H  -1.6078  2.3195  -6.0398  0.0000
H  5.1521  -0.4347  -1.3490  -0.0021
H  3.2342  2.7637  -3.8181  -0.0002
H  2.8630  1.3701  -2.8035  -0.0010
H  -4.3654  1.3682  -0.8717  0.0002
H  2.8898  3.9992  1.5328  0.0003
H  1.6831  1.2706  3.9538  -0.0002
H  1.9003  -2.0842  -5.1089  -0.0005
H  -0.3384  -2.4934  -4.0119  -0.0002
H  2.2985  -0.4364  -5.6068  -0.0003
H  5.3173  -2.1210  -0.8599  0.0005
H  -4.0185  -0.2527  -1.4332  0.0000
H  0.6043  1.9599  -6.2842  0.0001
H  1.5831  2.2729  -1.8696  -0.0066
H  3.0302  3.2747  -1.8809  0.0011
H  5.2854  -0.8425  0.3632  0.0004
H  2.5248  -2.3291  3.4161  0.0015
H  5.1260  3.0510  0.2978  -0.0010
H  1.6869  3.2666  -5.7773  -0.0001
H  1.5084  -2.2103  -2.4036  -0.0032
H  3.2031  -2.6703  -2.5206  -0.0004
H  -2.7060  2.5932  0.1023  -0.0001
H  5.2561  1.6429  -0.7538  0.0009
H  -1.5717  -1.2284  -4.2035  0.0003
H  2.3530  1.7574  -6.4142  0.0000
H  -1.1131  3.4699  -3.8891  0.0000

=====

No. 2
Below is C20H13CoF5IN2O2 as an isolated structure in a non-equilibrium geometry, with properties calculated with the ωB97M-V functional and the def2-TZVPD basis.

Results
HOMO-LUMO gap (alpha / beta): 4.4 / 7.3 eV
Lowest unoccupied orbital energy (alpha / beta): 2.3 / 2.3 eV
Total charge: -1
Spin multiplicity: 4
Energy: -87335.92241 eV
<S²>: 3.79
HOMO (alpha / beta): -0.07816 / -0.18607 Ha

Last column: Mulliken spin population.
Element x y z (Å)
I  2.3947  -0.6092  -0.0060  0.0633
Co  0.0000  0.0000  0.0000  1.7590
F  -0.1237  -1.9755  -2.3780  0.0023
F  0.0000  -6.1160  0.0003  0.0003
F  0.1237  -1.9751  2.3779  -0.0184
F  -0.1240  -4.7369  -2.3843  -0.0010
F  0.1241  -4.7365  2.3846  -0.0001
O  -1.6434  -0.6319  -0.0060  0.1094
O  -3.0461  3.9824  2.5908  0.0045
N  -4.9632  0.8807  -0.0018  0.0517
N  0.0227  1.8073  0.0000  0.0633
C  -4.3784  -1.3847  -0.6337  0.0014
C  2.7013  4.1592  1.0625  -0.0142
C  3.6727  1.9649  0.8581  -0.0131
C  0.0630  -4.0593  1.2111  0.0133
C  1.2949  2.2672  0.3989  -0.0771
C  2.4288  1.4393  0.4706  0.0635
C  -3.3418  2.5175  0.6997  0.0961
C  -2.5776  0.2340  0.1056  0.0682
C  0.0000  -4.7597  0.0002  0.0033
C  0.0000  -1.9617  0.0000  -0.0631
C  3.8056  3.3203  1.1588  0.0437
C  -0.0630  -4.0595  -1.2109  -0.0100
C  1.4642  3.6362  0.6781  0.0378
C  -4.6322  2.1113  0.4202  -0.0150
C  -3.9454  -0.0206  -0.1558  0.0449
C  -0.9407  1.9390  0.8553  0.7439
C  0.0629  -2.6593  1.2096  -0.0470
C  -3.0814  3.9123  1.1684  0.0416
C  -2.3332  1.5559  0.5330  -0.2807
C  -0.0629  -2.6595  -1.2095  0.0057
H  4.7714  3.7191  1.4551  0.0060
H  -5.4601  -1.4074  -0.8050  0.0017
H  0.6105  4.3026  0.5856  -0.0018
H  4.5470  1.3226  0.9209  0.0022
H  -3.8882  -1.6349  -1.5799  -0.0017
H  0.0000  0.0000  1.5943  0.3125
H  -2.1371  4.3008  0.7737  -0.0091
H  -0.7814  2.3786  1.8564  0.0106
H  -3.0576  3.0678  2.9282  -0.0024
H  2.7963  5.2193  1.2782  -0.0027
H  -4.1448  -2.1469  0.1164  -0.0012
H  -3.8640  4.5944  0.8178  0.0077
H  -5.4740  2.7880  0.5304  0.0006

=====

No. 3
Below is a 2-piece molecular cluster, C5H9N2 overall in a non-equilibrium geometry, with properties calculated with the ωB97M-V functional and the def2-TZVPD basis.

Results
HOMO-LUMO gap (alpha / beta): 6.1 / 9.3 eV
Lowest unoccupied orbital energy (alpha / beta): -5.5 / -4.0 eV
Total charge: +1
Energy relative to the best compared isomer or geometry (same formula, charge and spin): 165.9 kcal per mole
Energy: -8298.53862 eV
HOMO (alpha / beta): -0.42402 / -0.48846 Ha

Last column: Löwdin charge in e.
Element x y z (Å)
N  -0.8668  -1.3183  -1.4513  0.1395
N  -1.7851  0.3663  -0.5241  0.1088
C  -0.2848  -0.7260  1.0007  -0.0252
C  0.1031  -0.8457  -0.4699  -0.1632
C  -0.5525  0.3534  0.0969  -0.0989
C  -1.9499  -0.5681  -1.4177  -0.0440
C  2.7016  2.0197  1.2356  0.0511
H  -0.6465  -2.2224  -1.9657  0.2185
H  0.5213  -0.8623  1.7524  0.1365
H  -2.7595  -0.5707  -2.1059  0.1661
H  1.8155  1.2371  1.2161  -0.0199
H  1.1347  -1.0343  -0.7218  0.1601
H  -2.6188  0.9656  -0.1921  0.2350
H  3.3887  2.1778  2.1229  0.0095
H  2.8465  2.5487  0.2643  -0.0116
H  -1.0473  -1.5209  1.1598  0.1377

=====

No. 4
Below is the molecule C25H32N4O, with properties calculated with the ωB97M-V functional and the def2-TZVPD basis.

Results
HOMO-LUMO gap: 8.6 eV
Lowest unoccupied orbital energy: 0.7 eV
SMILES: CCCN1CCC(NCc2cn(C)nc2-c2ccc(Oc3ccccc3)cc2)CC1
Energy relative to the best compared isomer or geometry (same formula, charge and spin): 52.7 kcal per mole
Energy: -34451.90623 eV
HOMO: -0.28801 Ha

Last column: Löwdin charge in e.
Element x y z (Å)
O  5.9724  1.0023  -0.0247  0.0355
N  -0.3025  -3.0440  -1.5148  -0.2111
N  -5.0531  1.2466  1.4506  -0.1826
N  -0.9250  0.9013  0.4241  -0.0291
N  0.9372  -2.5836  -1.5887  0.1301
C  6.9082  0.5774  -2.2240  -0.0243
C  -7.3819  0.4289  1.5967  -0.2461
C  -0.7281  -4.1341  -2.3429  -0.0212
C  -3.3563  0.4229  -0.0982  -0.1332
C  7.0398  0.8099  -0.8585  -0.2635
C  -2.3031  1.3492  0.5272  -0.3652
C  8.0390  0.4552  -3.0103  -0.0823
C  4.7064  -0.9401  -0.7528  -0.0114
C  -4.7418  1.0420  0.0491  -0.1937
C  1.0313  -1.5823  -0.7166  -0.2002
C  -1.0291  -2.3687  -0.6019  -0.0196
C  9.3008  0.5700  -2.4525  -0.1021
C  -7.0083  -0.6230  2.6325  -0.1104
C  9.4299  0.8187  -1.0960  -0.0870
C  8.3080  0.9380  -0.2989  -0.0066
C  3.4768  -1.5465  -0.8949  -0.0156
C  2.2986  -0.8855  -0.5439  -0.1598
C  -4.1125  2.1809  2.0403  -0.1964
C  4.7827  0.3590  -0.2590  -0.2601
C  -0.5853  -0.4086  0.9947  -0.1724
C  3.6160  1.0268  0.0960  0.0103
C  -6.4378  1.6311  1.6633  -0.2231
C  -0.2102  -1.4061  -0.0506  -0.1431
C  -2.6982  1.6120  1.9800  -0.1337
C  2.3869  0.4135  -0.0457  -0.0153
H  -5.4872  0.3705  -0.3816  0.1132
H  -6.7621  2.3994  0.9381  0.1213
H  -0.6443  0.9184  -0.5514  0.1102
H  10.1789  0.4716  -3.0727  0.0979
H  0.1131  -4.4191  -2.9711  0.0890
H  5.9245  0.5026  -2.6643  0.1199
H  -4.3938  2.3401  3.0844  0.1192
H  -7.6478  -1.4979  2.5416  0.0658
H  -4.7800  1.9963  -0.5125  0.1283
H  -6.5136  2.0667  2.6631  0.1158
H  -2.6733  0.6828  2.5490  0.1119
H  -4.1371  3.1605  1.5257  0.1274
H  -7.1127  -0.2207  3.6374  0.0707
H  -3.1339  0.2562  -1.1553  0.1181
H  -7.3542  -0.0151  0.6004  0.0917
H  -8.4009  0.7813  1.7710  0.1050
H  -1.9929  2.3106  2.4306  0.1189
H  7.9298  0.2740  -4.0695  0.1038
H  5.6111  -1.4718  -1.0110  0.1218
H  -2.3345  2.3082  -0.0085  0.1482
H  3.4084  -2.5526  -1.2778  0.1081
H  3.6897  2.0316  0.4825  0.1201
H  1.4971  0.9621  0.2164  0.0916
H  8.3909  1.1333  0.7590  0.1172
H  -5.9740  -0.9224  2.4895  0.0620
H  10.4105  0.9165  -0.6543  0.1026
H  -2.0526  -2.6176  -0.4032  0.1248
H  0.2550  -0.2696  1.6868  0.1168
H  -1.4279  -0.7968  1.5702  0.1096
H  -1.5676  -3.8347  -2.9736  0.0885
H  -1.0301  -4.9875  -1.7321  0.0889
H  -3.3494  -0.5400  0.4136  0.1050